[1]
This record from OMol25 describes a cluster of 2 separate species, C14H10N3O7 in total at a distorted geometry. The level of theory is ωB97M-V/def2-TZVPD.

Structure (ORCA input):
```
! wB97M-V def2-TZVPD RIJCOSX def2/J DEFGRID3
* xyz -1 1
O -3.813 -1.555 5.263
O -0.011 2.943 2.211
O 0.070 -0.500 0.562
O 3.915 -0.419 -5.533
O -2.027 -0.963 6.432
O -1.658 1.936 1.169
O 2.008 -1.009 -6.485
N -0.457 2.331 1.204
N 2.663 -0.505 -5.542
N -2.595 -1.252 5.352
C -1.842 -1.240 4.140
C -0.473 -0.835 1.674
C 2.684 0.542 -3.318
C -0.100 0.197 -3.157
C 0.327 2.064 0.072
C 2.012 0.890 -2.148
C -0.084 1.017 -0.768
C 0.549 -0.136 -4.339
C 1.960 0.001 -4.409
C -1.808 -1.389 1.731
C 0.192 -0.672 2.959
C -2.487 -1.554 2.915
C 0.607 0.713 -2.029
C -0.473 -0.855 4.150
H 1.308 2.547 -0.020
H 2.570 1.373 -1.342
H 0.018 -0.523 -5.214
H -1.194 0.158 -3.124
H 0.020 -0.689 5.112
H -1.127 0.728 -0.756
H -2.249 -1.679 0.783
H 1.251 -0.424 2.931
H -3.524 -1.891 2.931
H 3.769 0.648 -3.405
*
```

Calculated values
HOMO energy = -4.47 eV
HOMO-LUMO gap = 5.08 eV

Results of the Mulliken charge analysis, in e, for atoms 1 through 4: number 1, O, carries -0.646; number 2, O, carries -0.652; number 3, O, carries -0.683; number 4, O, carries -0.593

***

[2]
This record from OMol25 describes the molecule C14H10N4OS2 at a distorted geometry. The level of theory is ωB97M-V/def2-TZVPD.

Structure (ORCA input):
```
! wB97M-V def2-TZVPD RIJCOSX def2/J DEFGRID3
* xyz 0 1
S 1.300 3.056 0.683
S 3.913 1.461 0.403
O -2.400 -0.231 -1.498
N 0.103 1.008 -0.499
N -2.674 3.184 -0.040
N -0.815 1.879 -0.467
N -1.512 3.571 0.487
C -0.578 -2.399 1.787
C -2.964 0.922 -1.198
C -2.044 -0.780 0.850
C -0.453 3.123 0.403
C -2.211 2.181 -0.481
C 4.777 -0.081 -0.316
C -0.253 -2.742 0.372
C 2.744 -0.437 -0.846
C 2.469 0.673 -0.193
C 3.937 -0.950 -0.633
C 1.329 1.301 -0.102
C -0.842 -1.913 -0.661
C -1.775 -0.957 -0.354
C -1.518 -1.428 2.058
H -3.898 1.008 -0.651
H 1.797 -0.936 -1.385
H -0.919 -2.278 -1.562
H -3.253 1.143 -2.193
H -2.738 0.240 1.150
H 4.214 -1.914 -0.927
H 5.878 -0.048 -0.031
H 0.272 -3.602 0.198
H -0.146 -2.853 2.442
H -1.740 -1.204 3.204
*
```

Calculated values
HOMO energy = -8.17 eV
HOMO-LUMO gap = 7.65 eV

Results of the Mulliken charge analysis, in e, for atoms 1 through 4: number 1, S, carries -0.219; number 2, S, carries -0.169; number 3, O, carries -0.427; number 4, N, carries -0.223

***

[3]
This record from OMol25 describes a structure of composition C14H11BrMoN4O. The level of theory is ωB97M-V/def2-TZVPD.

Structure (ORCA input):
```
! wB97M-V def2-TZVPD RIJCOSX def2/J DEFGRID3
* xyz 4 3
Mo -0.562 0.345 -0.122
Br -4.856 -2.211 3.961
O 2.225 -1.186 -0.132
N -1.572 -0.581 1.229
N -1.415 -1.105 -2.947
N 0.632 4.236 1.279
N 0.212 2.333 0.211
C -1.121 -0.599 -1.965
C 2.353 3.777 -2.470
C -1.317 -1.672 2.048
C 0.012 3.088 1.337
C 1.304 4.321 0.052
C 1.566 2.825 -1.901
C -2.830 0.016 1.261
C 1.024 3.096 -0.604
C -2.280 -2.160 2.867
C 1.243 -0.653 -0.115
C 2.086 5.299 -0.484
C 2.626 5.013 -1.791
C -3.825 -0.426 2.062
C -3.570 -1.557 2.900
H 2.793 3.629 -3.448
H -1.693 -1.550 -3.821
H -2.063 -3.015 3.495
H -4.795 0.054 2.061
H 1.372 1.901 -2.434
H -0.576 2.779 2.192
H -0.325 -2.102 1.993
H 0.614 4.940 2.017
H 3.254 5.759 -2.267
H -2.994 0.865 0.585
H 2.314 6.240 0.004
*
```

Calculated values
HOMO energy (alpha / beta) = -21.88 / -21.94 eV
HOMO-LUMO gap (alpha / beta) = 6.17 / 5.24 eV
expectation value of S² = 2.0228

Results of the Mulliken charge analysis, in e, for atoms 1 through 4: number 1, Mo, carries 1.026; number 2, Br, carries 0.216; number 3, O, carries 0.003; number 4, N, carries -0.116

***

[4]
This record from OMol25 describes the molecule C14H11ClN6O3 at a distorted geometry. The level of theory is ωB97M-V/def2-TZVPD.

Structure (ORCA input):
```
! wB97M-V def2-TZVPD RIJCOSX def2/J DEFGRID3
* xyz 0 1
Cl -1.111 1.552 5.740
O 3.897 -4.200 -2.166
O 0.280 -2.106 2.583
O 2.184 -5.479 -2.443
N -0.487 3.918 -0.439
N 0.201 0.162 1.723
N 2.765 -4.510 -1.908
N 0.196 2.185 0.945
N -1.549 4.745 -0.719
N -0.203 -0.291 3.930
C 0.344 -3.666 0.846
C -0.385 1.002 4.228
C 0.848 -4.354 -0.267
C -3.814 5.034 0.211
C 2.113 -3.874 -0.767
C -0.797 3.080 0.502
C 2.773 -2.798 -0.122
C -2.082 3.346 1.009
C 2.127 -2.116 0.951
C 0.067 1.391 1.986
C 0.175 -0.732 2.748
C -2.515 4.374 0.199
C -0.240 1.868 3.179
C 0.926 -2.587 1.469
H -1.440 5.595 -1.278
H 0.350 -5.247 -0.660
H 0.844 1.877 0.206
H 3.785 -2.523 -0.389
H -2.529 2.847 1.873
H -0.425 2.924 3.220
H -0.636 -4.009 1.292
H -4.669 4.364 0.190
H -3.901 5.453 -0.804
H 2.564 -1.374 1.537
H -3.874 5.783 0.995
*
```

Calculated values
HOMO energy = -8.71 eV
relative energy (zero: lowest compared OMol25 entry of this formula, charge and spin) = 0.0 kcal/mol
HOMO-LUMO gap = 8.07 eV
SMILES = Cc1cc(Nc2cc(Cl)nc(Oc3ccc([N+](=O)[O-])cc3)n2)n[nH]1

Results of the Mulliken charge analysis, in e, for atoms 1 through 4: number 1, Cl, carries -0.170; number 2, O, carries -0.574; number 3, O, carries -0.424; number 4, O, carries -0.599

***

[5]
This record from OMol25 describes a structure of composition C14H11F6N5O6S3W. The level of theory is ωB97M-V/def2-TZVPD.

Structure (ORCA input):
```
! wB97M-V def2-TZVPD RIJCOSX def2/J DEFGRID3
* xyz 2 3
W 0.018 -0.109 -0.004
S -0.354 1.110 -2.958
S 4.703 -0.089 0.367
S 0.059 3.127 -1.131
F -1.852 4.723 -1.877
F 1.848 0.922 -4.319
F -1.695 4.413 0.267
F 0.265 -0.433 -4.917
F -2.515 2.850 -0.997
F 0.144 1.671 -5.433
O 0.028 2.007 -0.133
O -1.155 -3.631 -1.231
O -0.078 -1.994 -0.106
O -1.750 0.859 -3.117
O 0.296 0.111 -2.015
O 1.024 4.127 -0.899
N 0.176 0.063 2.074
N 0.105 2.543 -2.588
N -2.142 -0.384 -0.397
N 2.179 -0.063 0.342
N 1.404 0.057 3.906
C -2.083 0.174 3.248
C -0.480 0.142 5.605
C 0.074 0.106 4.333
C -1.857 0.192 5.668
C 0.556 0.796 -4.554
C 3.896 -0.013 1.868
C 2.555 -0.012 1.672
C -2.646 0.210 4.508
C -2.466 -1.839 -0.288
C -0.697 0.116 3.173
C 1.423 0.037 2.581
C 3.223 -0.109 -0.450
C -1.210 -2.629 -0.618
C -1.634 3.855 -0.923
H -2.755 0.162 0.205
H -3.722 0.257 4.606
H -3.276 -2.126 -0.953
H -2.711 0.204 2.368
H 4.449 0.025 2.793
H -2.750 -2.068 0.740
H -2.355 -0.062 -1.347
H -2.341 0.222 6.634
H 0.130 0.132 6.498
H 3.149 -0.161 -1.527
H 2.214 0.037 4.509
*
```

Calculated values
HOMO energy (alpha / beta) = -15.26 / -15.28 eV
relative energy (zero: lowest compared OMol25 entry of this formula, charge and spin) = 0.0 kcal/mol
HOMO-LUMO gap (alpha / beta) = 7.34 / 7.82 eV
expectation value of S² = 2.0093

Results of the Mulliken charge analysis, in e, for atoms 1 through 4: number 1, W, carries 2.452; number 2, S, carries 1.111; number 3, S, carries -0.017; number 4, S, carries 0.883

***

[6]
This record from OMol25 describes a structure of composition C14H11F7MnNO4Sb at a distorted geometry. The level of theory is ωB97M-V/def2-TZVPD.

Structure (ORCA input):
```
! wB97M-V def2-TZVPD RIJCOSX def2/J DEFGRID3
* xyz -1 5
Sb -2.637 -2.156 -0.353
Mn 0.531 0.408 -0.057
F -4.217 -3.210 -0.226
F -2.097 -2.595 1.431
F -0.936 -1.088 -0.493
F -1.657 -3.658 -1.008
F 4.212 -3.854 -1.319
F -3.012 -1.575 -2.125
F -3.580 -0.627 0.327
O 1.784 1.909 0.112
O 2.953 3.437 -1.040
O 2.108 1.978 -3.357
O 0.844 0.817 -1.909
N -1.462 1.482 0.449
C -2.846 2.981 -0.790
C 4.005 -1.839 -0.097
C -3.335 3.533 0.382
C -1.956 1.994 1.574
C 1.689 1.676 -2.266
C 3.448 -3.019 -0.568
C 2.241 2.467 -0.935
C -1.929 1.949 -0.711
C 3.235 -0.996 0.678
C 1.390 -2.549 0.538
C 2.151 -3.385 -0.251
C 1.893 -1.311 1.003
C 1.053 -0.395 1.768
C -2.893 3.012 1.587
H -1.595 1.555 2.494
H 1.739 -4.308 -0.627
H 3.666 -0.083 1.070
H 0.242 -0.900 2.299
H -1.567 1.469 -1.614
H 0.392 -2.853 0.826
H -3.278 3.383 2.523
H 5.029 -1.594 -0.337
H -3.174 3.333 -1.754
H -4.053 4.339 0.353
H 1.618 0.273 2.423
*
```

Calculated values
HOMO energy (alpha / beta) = -5.49 / -5.57 eV
relative energy (zero: lowest compared OMol25 entry of this formula, charge and spin) = 14.4 kcal/mol
HOMO-LUMO gap (alpha / beta) = 6.75 / 7.89 eV
expectation value of S² = 6.2906

Results of the Mulliken charge analysis, in e, for atoms 1 through 4: number 1, Sb, carries 2.316; number 2, Mn, carries 0.782; number 3, F, carries -0.544; number 4, F, carries -0.567

***

[7]
This record from OMol25 describes a structure of composition C14H11FeO3Se4 at a distorted geometry. The level of theory is ωB97M-V/def2-TZVPD.

Structure (ORCA input):
```
! wB97M-V def2-TZVPD RIJCOSX def2/J DEFGRID3
* xyz 0 6
Se 3.875 5.175 7.444
Se 4.658 3.469 9.172
Se 5.588 6.512 7.489
Se 4.587 5.096 10.875
Fe 6.728 5.372 9.493
O 11.372 5.887 10.436
O 8.216 6.469 8.870
O 8.854 4.832 10.122
C 11.165 8.180 11.777
C 10.337 8.659 8.156
C 11.750 6.718 7.704
C 9.146 5.931 9.570
C 12.013 7.191 6.404
C 10.601 9.113 6.895
C 10.386 6.806 9.924
C 9.773 9.616 13.041
C 11.416 8.400 5.921
C 10.840 7.377 8.562
C 10.058 7.771 11.003
C 11.098 9.089 12.802
C 8.827 8.374 11.220
C 8.675 9.138 12.398
H 7.997 8.068 10.649
H 10.949 4.999 10.560
H 12.095 7.631 11.602
H 7.679 9.415 12.751
H 12.121 5.750 7.979
H 9.668 9.192 8.807
H 11.875 9.470 13.436
H 9.598 10.191 13.937
H 11.326 8.682 4.848
H 10.050 9.979 6.652
H 12.627 6.635 5.727
*
```

Calculated values
HOMO energy (alpha / beta) = -8.66 / -8.84 eV
HOMO-LUMO gap (alpha / beta) = 7.14 / 6.22 eV
expectation value of S² = 8.7684

Results of the Mulliken charge analysis, in e, for atoms 1 through 4: number 1, Se, carries 0.034; number 2, Se, carries -0.102; number 3, Se, carries 0.056; number 4, Se, carries -0.263